The following is a quantum chemistry calculation of a cluster of 16 separate species, C67H156F15N15O33S13 in total in a non-equilibrium geometry, from OMol25.

The calculation puts the lowest unoccupied orbital energy at -6.2 eV. The largest force on an atom is 0.2315 Eh/bohr. The calculation puts the HOMO energy at -10.91 eV. For the gap between HOMO and LUMO, the calculation gives 0.1725 hartree. As for the net charge: +2. As for the spin multiplicity: 1.

Last columns: bonded neighbours and bond lengths (Å).
Atoms and positions in Å:
1 C -12.151 -7.946 12.703  F2 1.357, F3 1.392, F4 1.319, S5 1.993
2 F -13.288 -7.980 11.963  C1 1.357
3 F -11.685 -9.143 13.239  C1 1.392
4 F -11.167 -7.412 12.007  C1 1.319
5 S -12.545 -6.711 14.216  C1 1.993, O6 1.457, O7 1.476, O8 1.447
6 O -11.268 -6.577 14.904  S5 1.457
7 O -12.956 -5.473 13.526  S5 1.476
8 O -13.667 -7.285 14.927  S5 1.447
9 C -9.779 -2.450 4.757  C10 1.573, H19 1.090, H20 1.090, H21 1.090
10 C -8.641 -1.736 5.577  C9 1.573, N11 1.575, H22 1.090, H23 1.090
11 N -8.913 -1.468 7.105  C10 1.575, C12 1.557, C13 1.591, C15 1.546
12 C -7.990 -0.328 7.627  N11 1.557, H24 1.090, H25 1.090, H26 1.090
13 C -10.458 -1.175 7.343  N11 1.591, C14 1.589, H27 1.090, H28 1.090
14 C -10.959 0.266 6.897  C13 1.589, H29 1.090, H30 1.090, H31 1.090
15 C -8.476 -2.776 7.805  N11 1.546, C16 1.513, H32 1.090, H33 1.090
16 C -8.854 -2.954 9.259  C15 1.513, O17 1.443, H34 1.090, H35 1.090
17 O -10.264 -3.193 9.445  C16 1.443, C18 1.381
18 C -10.792 -3.345 10.712  O17 1.381, H36 1.090, H37 1.090, H38 1.090
19 H -10.670 -1.854 4.562  C9 1.090
20 H -9.974 -3.445 5.157  C9 1.090
21 H -9.441 -2.502 3.722  C9 1.090
22 H -8.541 -0.712 5.217  C10 1.090
23 H -7.722 -2.322 5.529  C10 1.090
24 H -6.922 -0.518 7.520  C12 1.090
25 H -8.423 -0.115 8.604  C12 1.090
26 H -8.135 0.563 7.017  C12 1.090
27 H -10.615 -1.173 8.421  C13 1.090
28 H -11.106 -1.984 7.005  C13 1.090
29 H -10.773 0.835 7.809  C14 1.090
30 H -12.024 0.316 6.671  C14 1.090
31 H -10.341 0.504 6.031  C14 1.090
32 H -7.390 -2.732 7.726  C15 1.090
33 H -8.941 -3.566 7.214  C15 1.090
34 H -8.512 -2.000 9.660  C16 1.090
35 H -8.385 -3.778 9.796  C16 1.090
36 H -9.944 -3.373 11.396  C18 1.090
37 H -11.125 -4.375 10.841  C18 1.090
38 H -11.607 -2.628 10.809  C18 1.090
39 C -1.234 -8.370 9.868  C40 1.537, H49 1.090, H50 1.090, H51 1.090
40 C -2.029 -7.952 11.116  C39 1.537, N41 1.550, H52 1.090, H53 1.090
41 N -2.991 -8.896 11.881  C40 1.550, C42 1.549, C43 1.633, C45 1.622
42 C -3.857 -9.733 10.906  N41 1.549, H54 1.090, H55 1.090, H56 1.090
43 C -2.128 -10.044 12.659  N41 1.633, C44 1.529, H57 1.090, H58 1.090
44 C -1.050 -9.528 13.614  C43 1.529, H59 1.090, H60 1.090, H61 1.090
45 C -3.885 -7.971 12.868  N41 1.622, C46 1.504, H62 1.090, H63 1.090
46 C -4.773 -8.593 13.911  C45 1.504, O47 1.381, H64 1.090, H65 1.090
47 O -5.367 -9.815 13.665  C46 1.381, C48 1.430
48 C -6.628 -10.063 14.293  O47 1.430, H66 1.090, H67 1.090, H68 1.090
49 H -0.648 -9.260 10.095  C39 1.090
50 H -0.559 -7.572 9.559  C39 1.090
51 H -1.858 -8.658 9.022  C39 1.090
52 H -2.592 -7.079 10.787  C40 1.090
53 H -1.380 -7.648 11.937  C40 1.090
54 H -3.278 -10.343 10.213  C42 1.090
55 H -4.497 -9.148 10.246  C42 1.090
56 H -4.460 -10.460 11.449  C42 1.090
57 H -1.678 -10.561 11.811  C43 1.090
58 H -2.968 -10.555 13.128  C43 1.090
59 H -1.268 -8.813 14.406  C44 1.090
60 H -0.237 -8.997 13.120  C44 1.090
61 H -0.554 -10.295 14.209  C44 1.090
62 H -4.378 -7.285 12.180  C45 1.090
63 H -3.099 -7.411 13.375  C45 1.090
64 H -5.568 -7.848 13.964  C46 1.090
65 H -4.337 -8.484 14.904  C46 1.090
66 H -7.180 -10.854 13.786  C48 1.090
67 H -7.214 -9.143 14.294  C48 1.090
68 H -6.436 -10.381 15.317  C48 1.090
69 C -10.386 -8.837 17.455  C70 1.558, H79 1.090, H80 1.090, H81 1.090
70 C -9.376 -8.318 18.522  C69 1.558, N71 1.577, H82 1.090, H83 1.090
71 N -9.053 -6.775 18.469  C70 1.577, C72 1.554, C73 1.563, C75 1.568
72 C -7.906 -6.561 19.494  N71 1.554, H84 1.090, H85 1.090, H86 1.090
73 C -8.490 -6.348 17.075  N71 1.563, C74 1.504, H87 1.090, H88 1.090
74 C -7.306 -7.155 16.620  C73 1.504, H89 1.090, H90 1.090, H91 1.090
75 C -10.336 -5.947 18.827  N71 1.568, C76 1.612, H92 1.090, H93 1.090
76 C -10.837 -6.035 20.357  C75 1.612, O77 1.369, H94 1.090, H95 1.090
77 O -10.824 -7.334 20.791  C76 1.369, C78 1.501
78 C -11.320 -7.554 22.191  O77 1.501, H96 1.090, H97 1.090, H98 1.090
79 H -10.061 -8.725 16.421  C69 1.090
80 H -11.426 -8.550 17.610  C69 1.090
81 H -10.529 -9.907 17.606  C69 1.090
82 H -8.589 -9.062 18.641  C70 1.090
83 H -9.826 -8.559 19.485  C70 1.090
84 H -8.376 -6.789 20.451  C72 1.090
85 H -7.661 -5.503 19.589  C72 1.090
86 H -7.009 -7.153 19.308  C72 1.090
87 H -8.263 -5.283 17.108  C73 1.090
88 H -9.384 -6.492 16.468  C73 1.090
89 H -6.405 -7.047 17.224  C74 1.090
90 H -7.024 -6.800 15.629  C74 1.090
91 H -7.553 -8.192 16.392  C74 1.090
92 H -11.187 -6.141 18.174  C75 1.090
93 H -10.078 -4.900 18.667  C75 1.090
94 H -11.822 -5.575 20.427  C76 1.090
95 H -10.229 -5.453 21.049  C76 1.090
96 H -11.311 -8.641 22.259  C78 1.090
97 H -12.356 -7.214 22.194  C78 1.090
98 H -10.749 -6.956 22.901  C78 1.090
99 C -12.837 -1.430 15.702  C100 1.523, H106 1.090, H107 1.090, H108 1.090
100 C -11.795 -2.380 16.279  C99 1.523, O101 1.212, N102 1.542
101 O -12.061 -2.956 17.312  C100 1.212
102 N -10.383 -2.309 15.663  C100 1.542, H103 1.010, H104 1.010, C105 1.512
103 H -10.288 -1.368 15.308  N102 1.010
104 H -9.808 -2.503 16.470  N102 1.010
105 C -10.238 -3.417 14.643  N102 1.512, H109 1.090, H110 1.090, H111 1.090
106 H -13.763 -1.741 16.186  C99 1.090
107 H -13.031 -1.443 14.629  C99 1.090
108 H -12.626 -0.459 16.149  C99 1.090
109 H -11.082 -3.437 13.954  C105 1.090
110 H -10.286 -4.382 15.147  C105 1.090
111 H -9.262 -3.241 14.190  C105 1.090
112 C -13.561 -5.318 5.142  C113 1.550, H119 1.090, H120 1.090, H121 1.090
113 C -12.467 -5.312 6.240  C112 1.550, O114 1.217, N115 1.588
114 O -12.181 -4.386 6.975  C113 1.217
115 N -11.620 -6.632 6.493  C113 1.588, H116 1.010, H117 1.010, C118 1.583
116 H -12.166 -7.477 6.581  N115 1.010
117 H -11.100 -6.885 5.665  N115 1.010
118 C -10.614 -6.574 7.714  N115 1.583, H122 1.090, H123 1.090, H124 1.090
119 H -14.236 -4.483 4.958  C112 1.090
120 H -14.274 -6.052 5.518  C112 1.090
121 H -13.096 -5.629 4.207  C112 1.090
122 H -11.134 -7.009 8.568  C118 1.090
123 H -10.214 -5.583 7.931  C118 1.090
124 H -9.806 -7.275 7.508  C118 1.090
125 C -6.937 -3.488 12.417  C126 1.569, H132 1.090, H133 1.090, H134 1.090
126 C -5.651 -2.989 11.669  C125 1.569, O127 1.213, N128 1.489
127 O -5.345 -1.823 11.536  C126 1.213
128 N -4.828 -4.121 11.162  C126 1.489, H129 1.010, H130 1.010, C131 1.580
129 H -4.246 -4.465 11.913  N128 1.010
130 H -5.384 -4.955 11.040  N128 1.010
131 C -3.977 -3.705 9.897  N128 1.580, H135 1.090, H136 1.090, H137 1.090
132 H -7.408 -4.298 11.860  C125 1.090
133 H -7.638 -2.688 12.654  C125 1.090
134 H -6.560 -3.939 13.335  C125 1.090
135 H -3.172 -4.385 9.619  C131 1.090
136 H -3.420 -2.820 10.206  C131 1.090
137 H -4.566 -3.507 9.001  C131 1.090
138 C -13.739 0.068 10.334  C139 1.477, H150 1.090, H151 1.090, H152 1.090
139 C -14.295 -1.148 9.708  C138 1.477, C140 1.543, H153 1.090, H154 1.090
140 C -15.554 -1.860 10.246  C139 1.543, C141 1.584, H155 1.090, H156 1.090
141 C -15.359 -2.451 11.702  C140 1.584, N142 1.535, H157 1.090, H158 1.090
142 N -16.178 -3.726 11.951  C141 1.535, C143 1.607, C146 1.563, C147 1.550
143 C -17.747 -3.413 12.108  N142 1.607, C144 1.529, H159 1.090, H160 1.090
144 C -17.867 -3.101 13.599  C143 1.529, C145 1.563, H161 1.090, H162 1.090
145 C -17.046 -4.264 14.247  C144 1.563, C146 1.600, H163 1.090, H164 1.090
146 C -15.754 -4.373 13.310  N142 1.563, C145 1.600, H165 1.090, H166 1.090
147 C -16.033 -4.814 10.858  N142 1.550, C148 1.593, H167 1.090, H168 1.090
148 C -14.520 -5.036 10.409  C147 1.593, C149 1.539, H169 1.090, H170 1.090
149 C -14.485 -6.126 9.322  C148 1.539, H171 1.090, H172 1.090, H173 1.090
150 H -14.372 0.917 10.075  C138 1.090
151 H -12.699 0.207 10.037  C138 1.090
152 H -13.792 0.144 11.420  C138 1.090
153 H -13.455 -1.797 9.460  C139 1.090
154 H -14.609 -0.757 8.740  C139 1.090
155 H -15.918 -2.488 9.433  C140 1.090
156 H -16.414 -1.190 10.272  C140 1.090
157 H -15.372 -1.748 12.535  C141 1.090
158 H -14.298 -2.702 11.720  C141 1.090
159 H -18.273 -4.298 11.751  C143 1.090
160 H -18.212 -2.668 11.462  C143 1.090
161 H -18.896 -2.998 13.944  C144 1.090
162 H -17.335 -2.166 13.778  C144 1.090
163 H -17.607 -5.194 14.341  C145 1.090
164 H -16.773 -3.871 15.226  C145 1.090
165 H -15.639 -5.457 13.273  C146 1.090
166 H -14.783 -3.951 13.566  C146 1.090
167 H -16.550 -4.419 9.984  C147 1.090
168 H -16.386 -5.708 11.373  C147 1.090
169 H -13.890 -5.321 11.251  C148 1.090
170 H -13.939 -4.178 10.074  C148 1.090
171 H -13.501 -6.591 9.263  C149 1.090
172 H -14.687 -5.884 8.279  C149 1.090
173 H -15.152 -6.907 9.688  C149 1.090
174 C -13.721 -7.915 19.683  C175 1.498, H186 1.090, H187 1.090, H188 1.090
175 C -14.476 -9.108 19.180  C174 1.498, C176 1.540, H189 1.090, H190 1.090
176 C -14.339 -9.508 17.699  C175 1.540, C177 1.563, H191 1.090, H192 1.090
177 C -15.351 -10.674 17.457  C176 1.563, N178 1.576, H193 1.090, H194 1.090
178 N -15.433 -11.166 15.963  C177 1.576, C179 1.526, C182 1.557, C183 1.571
179 C -15.967 -10.016 15.114  N178 1.526, C180 1.573, H195 1.090, H196 1.090
180 C -16.504 -10.606 13.759  C179 1.573, C181 1.514, H197 1.090, H198 1.090
181 C -17.250 -11.835 14.232  C180 1.514, C182 1.607, H199 1.090, H200 1.090
182 C -16.537 -12.210 15.623  N178 1.557, C181 1.607, H201 1.090, H202 1.090
183 C -14.002 -11.690 15.579  N178 1.571, C184 1.507, H203 1.090, H204 1.090
184 C -13.390 -12.825 16.359  C183 1.507, C185 1.582, H205 1.090, H206 1.090
185 C -11.902 -13.085 15.890  C184 1.582, H207 1.090, H208 1.090, H209 1.090
186 H -14.148 -7.726 20.668  C174 1.090
187 H -13.865 -6.966 19.166  C174 1.090
188 H -12.700 -8.241 19.878  C174 1.090
189 H -15.506 -8.767 19.281  C175 1.090
190 H -14.257 -9.989 19.783  C175 1.090
191 H -13.396 -10.051 17.626  C176 1.090
192 H -14.437 -8.670 17.009  C176 1.090
193 H -16.342 -10.323 17.743  C177 1.090
194 H -15.154 -11.529 18.105  C177 1.090
195 H -15.290 -9.170 14.996  C179 1.090
196 H -16.676 -9.491 15.755  C179 1.090
197 H -15.608 -10.721 13.149  C180 1.090
198 H -17.188 -9.932 13.242  C180 1.090
199 H -17.001 -12.686 13.598  C181 1.090
200 H -18.318 -11.793 14.448  C181 1.090
201 H -16.098 -13.193 15.449  C182 1.090
202 H -17.188 -12.249 16.496  C182 1.090
203 H -13.325 -10.837 15.631  C183 1.090
204 H -14.342 -11.886 14.562  C183 1.090
205 H -13.908 -13.774 16.496  C184 1.090
206 H -13.513 -12.387 17.349  C184 1.090
207 H -11.126 -12.570 16.456  C185 1.090
208 H -11.740 -12.720 14.875  C185 1.090
209 H -11.487 -14.085 15.766  C185 1.090
210 C -9.557 -16.858 8.173  C211 1.576, H222 1.090, H223 1.090, H224 1.090
211 C -8.641 -15.591 8.378  C210 1.576, C212 1.563, H225 1.090, H226 1.090
212 C -9.184 -14.150 8.111  C211 1.563, C213 1.490, H227 1.090, H228 1.090
213 C -8.108 -13.188 7.739  C212 1.490, N214 1.583, H229 1.090, H230 1.090
214 N -8.651 -11.704 7.647  C213 1.583, C215 1.608, C218 1.530, C219 1.519
215 C -9.475 -11.606 6.271  N214 1.608, C216 1.542, H231 1.090, H232 1.090
216 C -9.495 -10.101 5.938  C215 1.542, C217 1.493, H233 1.090, H234 1.090
217 C -8.113 -9.679 6.315  C216 1.493, C218 1.519, H235 1.090, H236 1.090
218 C -7.541 -10.727 7.254  N214 1.530, C217 1.519, H237 1.090, H238 1.090
219 C -9.411 -11.265 8.888  N214 1.519, C220 1.595, H239 1.090, H240 1.090
220 C -8.786 -11.705 10.288  C219 1.595, C221 1.504, H241 1.090, H242 1.090
221 C -9.777 -11.508 11.403  C220 1.504, H243 1.090, H244 1.090, H245 1.090
222 H -9.164 -17.770 8.622  C210 1.090
223 H -9.744 -17.109 7.129  C210 1.090
224 H -10.605 -16.838 8.473  C210 1.090
225 H -7.861 -15.806 7.648  C211 1.090
226 H -8.110 -15.618 9.330  C211 1.090
227 H -9.857 -13.968 8.949  C212 1.090
228 H -9.881 -14.302 7.287  C212 1.090
229 H -7.615 -13.321 6.775  C213 1.090
230 H -7.243 -13.163 8.402  C213 1.090
231 H -10.492 -12.000 6.256  C215 1.090
232 H -8.944 -12.202 5.528  C215 1.090
233 H -10.265 -9.521 6.446  C216 1.090
234 H -9.779 -9.922 4.901  C216 1.090
235 H -8.170 -8.756 6.892  C217 1.090
236 H -7.466 -9.403 5.483  C217 1.090
237 H -6.955 -10.306 8.072  C218 1.090
238 H -6.900 -11.287 6.573  C218 1.090
239 H -10.363 -11.789 8.799  C219 1.090
240 H -9.609 -10.215 8.671  C219 1.090
241 H -7.885 -11.109 10.433  C220 1.090
242 H -8.481 -12.751 10.286  C220 1.090
243 H -10.780 -11.914 11.270  C221 1.090
244 H -9.843 -10.437 11.594  C221 1.090
245 H -9.352 -11.950 12.304  C221 1.090
246 N -14.921 -13.441 12.262  S247 1.456, S251 1.674
247 S -13.585 -13.504 11.684  N246 1.456, O248 1.449, O249 1.461, F250 1.635, S251 2.317
248 O -13.500 -14.072 10.355  S247 1.449
249 O -12.460 -13.662 12.603  S247 1.461
250 F -13.471 -11.913 11.327  S247 1.635
251 S -15.099 -15.099 12.413  N246 1.674, S247 2.317, O252 1.461, O253 1.457, F254 1.587
252 O -14.146 -15.830 13.244  S251 1.461
253 O -15.734 -15.708 11.251  S251 1.457
254 F -16.258 -14.951 13.485  S251 1.587
255 N -13.243 -8.745 6.766  S256 1.545, S260 1.667
256 S -13.605 -9.725 7.904  N255 1.545, O257 1.444, O258 1.446, F259 1.662, S260 2.316
257 O -12.712 -10.852 8.038  S256 1.444
258 O -14.959 -9.918 8.376  S256 1.446
259 F -13.050 -8.705 9.094  S256 1.662
260 S -13.815 -9.790 5.599  N255 1.667, S256 2.316, O261 1.473, O262 1.450, F263 1.656
261 O -15.234 -10.180 5.551  S260 1.473
262 O -12.886 -10.751 5.037  S260 1.450
263 F -13.846 -8.598 4.449  S260 1.656
264 N -19.445 -6.425 11.205  S265 1.535, S269 1.700
265 S -18.542 -7.651 11.396  N264 1.535, O266 1.436, O267 1.445, F268 1.641, S269 2.405
266 O -19.158 -8.838 10.873  S265 1.436
267 O -17.749 -7.773 12.597  S265 1.445
268 F -17.428 -7.279 10.250  S265 1.641
269 S -20.341 -6.644 12.634  N264 1.700, S265 2.405, O270 1.445, O271 1.467, F272 1.583
270 O -20.057 -5.876 13.824  S269 1.445
271 O -20.999 -7.943 12.820  S269 1.467
272 F -21.519 -5.810 11.984  S269 1.583
273 N -10.113 0.027 14.089  S274 1.473, S278 1.683
274 S -8.808 0.665 13.842  N273 1.473, O275 1.464, O276 1.460, F277 1.623, S278 2.325
275 O -8.728 1.990 13.224  S274 1.464
276 O -7.764 -0.289 13.477  S274 1.460
277 F -8.348 0.937 15.375  S274 1.623
278 S -10.630 0.151 12.492  N273 1.683, S274 2.325, O279 1.454, O280 1.452, F281 1.630
279 O -10.047 -0.521 11.342  S278 1.454
280 O -11.351 1.376 12.201  S278 1.452
281 F -11.817 -0.924 12.803  S278 1.630
282 N -16.620 -3.002 19.510  S283 1.494, S287 1.724
283 S -15.482 -3.966 19.418  N282 1.494, O284 1.496, O285 1.400, F286 1.588, S287 2.380
284 O -14.487 -3.890 20.533  S283 1.496
285 O -15.138 -4.423 18.141  S283 1.400
286 F -16.340 -5.193 19.949  S283 1.588
287 S -15.954 -1.870 18.393  N282 1.724, S283 2.380, O288 1.516, O289 1.487, F290 1.680
288 O -16.398 -1.948 16.946  S287 1.516
289 O -14.536 -1.443 18.535  S287 1.487
290 F -16.792 -0.525 18.951  S287 1.680
291 N -6.260 -6.248 10.525  S292 1.497, S296 1.719
292 S -7.455 -7.106 10.803  N291 1.497, O293 1.482, O294 1.432, F295 1.656, S296 2.203
293 O -7.215 -8.566 10.879  S292 1.482
294 O -8.728 -6.633 10.350  S292 1.432
295 F -7.311 -6.760 12.416  S292 1.656
296 S -6.516 -6.629 8.868  N291 1.719, S292 2.203, O297 1.465, O298 1.464, F299 1.611
297 O -7.404 -5.758 8.095  S296 1.465
298 O -6.330 -8.009 8.415  S296 1.464
299 F -5.077 -6.074 8.402  S296 1.611